*P*
13
Properties=species:S:1:pos:R:3:nbo_charge:R:1 method="wB97M-V/def2-TZVPD" total_charge=+1 smiles=C[C@H]1[NH2+]CS1
S 1.702 0.613 -0.200 0.281
N -0.124 -0.997 -0.155 -0.536
C 1.339 -1.188 -0.001 -0.330
C -1.071 1.393 -0.128 -0.680
C -0.045 0.407 0.334 -0.168
H 1.481 -1.586 0.993 0.232
H -1.039 1.620 -1.279 0.240
H 1.864 -1.862 -0.650 0.259
H 0.192 0.594 1.414 0.270
H -0.828 2.296 0.285 0.257
H -2.157 1.321 0.147 0.266
H -0.534 -0.983 -1.136 0.456
H -0.780 -1.628 0.377 0.452

*Q*
13
Properties=species:S:1:pos:R:3:nbo_charge:R:1 method="wB97M-V/def2-TZVPD" total_charge=+1
S -2.569 0.661 -0.411 0.407
N 1.359 1.220 -0.368 -0.988
C -1.344 0.533 0.692 -0.482
C -0.221 -1.539 -0.297 -0.776
C -0.278 -0.410 0.578 0.236
H 1.533 1.928 0.380 0.404
H 0.796 -1.680 -0.509 0.270
H 0.566 -0.434 1.374 0.260
H -0.727 -1.530 -1.217 0.272
H 2.188 1.051 -0.908 0.409
H 0.527 1.539 -0.963 0.396
H -1.140 1.199 1.615 0.253
H -0.689 -2.537 0.034 0.338

Energy ordering: *P* at the bottom, the next structure 155.5 kJ/mol above.

*P*
13
Properties=species:S:1:pos:R:3:nbo_charge:R:1 method="wB97M-V/def2-TZVPD" total_charge=+1
S 1.514 1.854 -0.431 0.131
N 0.427 -0.255 -1.382 -0.774
C 0.604 0.417 -0.070 -0.060
C -0.467 0.566 0.986 -0.261
C -1.484 -0.277 0.813 -0.326
H 2.072 -1.075 0.476 0.047
H -0.030 0.292 -2.192 0.447
H -0.346 1.185 1.843 0.270
H -0.350 -0.921 -1.101 0.461
H -2.311 -0.345 1.522 0.245
H -1.573 -1.108 0.162 0.179
H 1.353 -0.663 -1.749 0.489
H 1.805 1.858 0.826 0.151

*Q*
13
Properties=species:S:1:pos:R:3:nbo_charge:R:1 method="wB97M-V/def2-TZVPD" total_charge=+1 smiles=C[C@H]1[NH2+][C@@H]1S
S 2.589 0.268 0.069 0.048
N 0.099 -1.160 0.209 -0.568
C 0.819 0.063 -0.420 -0.173
C -1.607 0.745 0.102 -0.638
C -0.251 0.318 0.536 -0.022
H 0.775 -1.621 0.788 0.445
H -1.726 0.349 -0.981 0.225
H 0.457 0.231 -1.430 0.255
H -0.602 -1.723 -0.198 0.442
H 3.232 -0.352 -1.075 0.201
H 0.168 0.559 1.579 0.258
H -1.607 1.815 0.000 0.268
H -2.346 0.508 0.821 0.260

Energy ordering: *Q* at the bottom, the next structure 411.3 kJ/mol above.

*P*
24
Properties=species:S:1:pos:R:3:nbo_charge:R:1 method="wB97M-V/def2-TZVPD" total_charge=0 smiles="CCC(N)=O.CC(C)O"
O 1.152 1.169 -1.331 -0.612
O -1.014 -1.377 1.818 -0.735
N -0.103 2.760 -0.360 -0.838
C -1.058 -0.154 -2.540 -0.624
C 0.050 1.617 -1.111 0.685
C 0.875 -2.561 0.895 -0.641
C -1.251 1.091 -1.694 -0.516
C 1.137 -0.791 2.586 -0.619
C 0.338 -1.220 1.351 0.086
H 0.384 -0.459 0.574 0.176
H -0.952 2.894 0.163 0.388
H 0.005 -0.326 -2.710 0.241
H 0.726 3.185 0.023 0.398
H 2.213 -0.805 2.382 0.208
H 1.912 -2.506 0.557 0.223
H 0.314 -2.956 0.026 0.199
H 0.743 -3.378 1.613 0.212
H -1.559 0.026 -3.479 0.214
H -1.417 -2.126 1.373 0.466
H -1.934 0.933 -0.852 0.224
H -1.732 1.911 -2.224 0.230
H -1.364 -1.058 -2.008 0.209
H 0.922 0.264 2.782 0.206
H 0.854 -1.372 3.451 0.218

*Q*
24
Properties=species:S:1:pos:R:3:nbo_charge:R:1 method="wB97M-V/def2-TZVPD" total_charge=0 smiles="C=N/C=C/CCC.O.O"
O 2.020 -1.321 -3.040 -0.935
O -1.679 1.352 -1.797 -0.945
N -0.815 2.436 1.017 -0.435
C 0.166 0.268 1.468 -0.200
C -0.163 3.207 1.767 -0.028
C 0.273 -1.231 1.457 -0.429
C 0.701 -1.808 0.107 -0.385
C -0.886 1.045 1.245 -0.067
C -0.443 -1.749 -0.906 -0.629
H 1.649 -1.364 -0.188 0.191
H 1.033 -1.421 2.210 0.206
H -0.608 -1.735 1.848 0.206
H -1.914 0.717 1.362 0.202
H 0.424 2.891 2.619 0.151
H 2.571 -0.797 -2.449 0.467
H -0.006 4.240 1.458 0.171
H -1.228 1.860 -1.113 0.482
H 1.783 -0.705 -3.742 0.472
H 0.853 -2.874 0.273 0.206
H -2.604 1.483 -1.564 0.463
H -0.073 -1.719 -1.926 0.237
H -1.104 -0.907 -0.759 0.219
H 1.144 0.750 1.497 0.186
H -1.095 -2.621 -0.840 0.195

*R*
24
Properties=species:S:1:pos:R:3:nbo_charge:R:1 method="wB97M-V/def2-TZVPD" total_charge=0 smiles="CCC(N)=O.CC(C)O"
O -2.681 0.202 0.831 -0.599
O 2.419 -0.094 -1.014 -0.744
N -1.555 0.201 2.748 -0.833
C -1.178 -1.664 1.305 -0.526
C -1.423 -2.131 -0.189 -0.620
C 0.982 1.192 -2.452 -0.635
C 1.284 0.781 -0.999 0.109
C -1.841 -0.351 1.504 0.676
C 1.681 1.944 -0.079 -0.630
H 1.734 1.492 0.915 0.212
H -1.831 -3.140 -0.050 0.210
H -1.565 -2.379 2.029 0.236
H -0.098 -1.680 1.442 0.230
H 2.316 -0.822 -1.640 0.466
H 0.487 0.250 -0.479 0.158
H 1.919 1.612 -2.811 0.217
H 2.664 2.403 -0.190 0.217
H 0.962 2.746 -0.219 0.211
H -0.791 -0.160 3.297 0.378
H 0.606 0.335 -2.993 0.207
H -0.483 -2.406 -0.669 0.205
H 0.235 1.987 -2.459 0.212
H -1.781 1.162 2.930 0.397
H -2.061 -1.478 -0.762 0.244

*S*
24
Properties=species:S:1:pos:R:3:nbo_charge:R:1 method="wB97M-V/def2-TZVPD" total_charge=0
O -1.514 1.847 1.247 -0.758
O -1.155 -0.384 1.738 -0.750
N -2.041 0.213 -0.324 -0.899
C -1.199 0.574 0.699 0.667
C 1.224 1.180 1.401 -0.609
C -0.426 -0.866 -2.218 -0.860
C 1.416 -1.491 0.004 -0.689
C 0.395 0.848 0.147 -0.360
C 0.956 -0.230 -0.656 0.075
H -0.183 -0.098 -2.952 0.216
H -1.376 -1.363 -2.436 0.243
H 0.742 1.983 1.954 0.239
H 2.226 1.504 1.114 0.207
H 0.273 1.743 -0.464 0.222
H 0.253 -1.699 -2.391 0.226
H -1.260 -0.162 -1.319 0.388
H 2.344 -1.308 0.558 0.228
H -2.440 -0.701 -0.135 0.366
H -2.406 2.037 0.927 0.493
H 0.671 -1.851 0.714 0.243
H 1.644 -2.267 -0.726 0.219
H 1.545 0.090 -1.506 0.200
H 1.318 0.316 2.056 0.208
H -1.006 0.087 2.566 0.484

Energy ordering: *P* at the bottom, the next structure 37.9 kJ/mol above.

*P*
19
Properties=species:S:1:pos:R:3:nbo_charge:R:1 method="wB97M-V/def2-TZVPD" total_charge=0 smiles=CC[C@H](N)N(C)O
O -1.800 0.060 -0.600 -0.618
N 0.737 -0.138 -1.282 -0.875
N -0.986 -0.834 0.185 -0.160
C -1.132 -2.364 -0.535 -0.456
C 0.367 -0.445 0.049 0.119
C 1.207 2.121 0.633 -0.624
C 0.431 0.938 1.163 -0.418
H -0.320 -2.665 -1.198 0.205
H -2.534 0.238 0.011 0.479
H 0.912 0.510 2.048 0.187
H -2.047 -2.362 -1.131 0.206
H 1.317 2.895 1.403 0.212
H -0.564 1.264 1.474 0.195
H 1.044 -1.172 0.498 0.192
H 1.688 0.190 -1.385 0.374
H 0.672 2.584 -0.203 0.204
H -1.212 -3.061 0.300 0.197
H 2.207 1.830 0.300 0.193
H 0.012 0.410 -1.730 0.387

*Q*
19
Properties=species:S:1:pos:R:3:nbo_charge:R:1 method="wB97M-V/def2-TZVPD" total_charge=0 smiles="CC=C(N)N.CO"
O -0.094 -0.675 2.763 -0.755
N 1.182 1.311 0.443 -0.818
N 0.603 1.451 -1.829 -0.819
C -1.175 -0.163 1.985 -0.347
C -0.207 -1.363 -1.821 -0.632
C 0.769 0.673 -0.700 0.414
C 0.287 -0.620 -0.603 -0.476
H 1.070 2.316 0.444 0.370
H -1.511 0.806 2.380 0.158
H -2.042 -0.832 2.046 0.157
H 0.720 0.883 1.275 0.417
H 0.546 0.948 -2.700 0.393
H 0.811 -1.247 0.108 0.230
H -0.364 -0.748 3.686 0.464
H -0.420 -2.398 -1.564 0.221
H 0.531 -1.394 -2.628 0.190
H -1.115 -0.909 -2.221 0.202
H -0.707 -0.360 0.796 0.247
H 1.115 2.320 -1.860 0.383

*R*
19
Properties=species:S:1:pos:R:3:nbo_charge:R:1 method="wB97M-V/def2-TZVPD" total_charge=0 smiles=CNC[C@H](N)CO
O 2.753 -0.456 -0.999 -0.718
N -1.327 0.767 0.448 -0.648
N -0.710 -1.805 -0.561 -0.868
C -1.504 2.155 0.396 -0.380
C 0.313 -0.755 -0.578 -0.085
C 0.090 0.366 0.522 -0.237
C 1.720 -1.176 -0.222 -0.078
H 0.846 1.140 0.352 0.207
H 0.173 -0.136 1.510 0.173
H 0.378 -0.188 -1.493 0.200
H -1.122 2.601 1.299 0.155
H 1.883 -2.233 -0.263 0.176
H -1.212 2.629 -0.400 0.184
H 1.933 -0.771 0.786 0.174
H 2.646 -0.914 -1.868 0.458
H -2.639 2.466 0.500 0.178
H -0.795 -2.473 0.207 0.369
H -1.596 -1.560 -0.903 0.381
H -1.830 0.343 1.267 0.360

*S*
19
Properties=species:S:1:pos:R:3:nbo_charge:R:1 method="wB97M-V/def2-TZVPD" total_charge=0 smiles=CC[C@@](N)(O)CN
O 0.397 1.471 0.335 -0.738
N 2.524 -0.184 -0.515 -0.852
N -0.108 0.128 -1.477 -0.869
C 1.431 -0.650 0.323 -0.239
C -2.342 0.338 0.416 -0.617
C -1.063 -0.444 0.698 -0.419
C 0.154 0.135 -0.049 0.383
H 2.630 0.816 -0.371 0.368
H 1.611 -0.516 1.400 0.175
H -2.278 1.339 0.836 0.202
H -0.380 -0.801 -1.779 0.359
H 3.392 -0.631 -0.241 0.361
H 1.274 -1.715 0.126 0.187
H -2.504 0.415 -0.656 0.220
H -1.191 -1.484 0.394 0.197
H -0.847 -0.426 1.768 0.210
H -0.261 2.013 -0.116 0.479
H 0.755 0.363 -1.958 0.382
H -3.194 -0.166 0.866 0.211

Energy ordering: *S* at the bottom, the next structure 218.0 kJ/mol above.

*P*
19
Properties=species:S:1:pos:R:3:nbo_charge:R:1 method="wB97M-V/def2-TZVPD" total_charge=0 smiles=C[C@H](O)CNCN
O 2.080 0.577 1.218 -0.740
N -0.467 -1.296 0.357 -0.648
N -2.388 -0.758 -1.014 -0.860
C -1.834 -0.874 0.355 -0.056
C 0.952 0.884 0.284 0.077
C 0.447 -0.413 -0.486 -0.286
C 1.412 1.910 -0.651 -0.655
H 0.038 1.166 0.845 0.164
H 1.621 0.072 1.969 0.475
H -2.542 -1.467 1.023 0.171
H -1.822 0.196 0.652 0.171
H -3.396 -0.687 -0.945 0.357
H -2.233 -1.709 -1.519 0.339
H -0.135 -0.107 -1.411 0.224
H 1.173 1.775 -1.687 0.219
H -0.397 -2.276 0.077 0.356
H 2.573 1.788 -0.474 0.237
H 1.306 -0.994 -0.310 0.233
H 1.291 2.958 -0.372 0.224

*Q*
19
Properties=species:S:1:pos:R:3:nbo_charge:R:1 method="wB97M-V/def2-TZVPD" total_charge=0 smiles=C[C@H](O)[C@H](N)CN
O 1.790 -0.968 0.260 -0.718
N -2.350 -0.039 -1.084 -0.832
N -0.866 -0.364 1.658 -0.813
C 1.141 0.287 0.393 0.102
C -0.386 0.248 0.389 -0.082
C 1.764 1.297 -0.573 -0.630
C -0.969 -0.503 -0.790 -0.247
H 1.542 2.308 -0.258 0.206
H 1.421 1.109 -1.572 0.194
H -0.687 1.296 0.314 0.178
H -0.931 0.408 2.316 0.350
H -1.813 -0.606 1.487 0.354
H -0.950 -1.568 -0.543 0.195
H 1.405 0.609 1.408 0.171
H -0.349 -0.399 -1.689 0.176
H 2.843 1.160 -0.552 0.225
H -2.877 -0.787 -1.527 0.356
H -2.258 0.639 -1.834 0.352
H 1.349 -1.540 -0.374 0.462

*R*
19
Properties=species:S:1:pos:R:3:nbo_charge:R:1 method="wB97M-V/def2-TZVPD" total_charge=0 smiles=CNC[C@H](N)CO
O 0.372 -3.035 -1.074 -0.739
N -0.905 1.750 -0.325 -0.613
N -0.227 -1.524 0.995 -0.863
C -0.633 2.742 0.700 -0.425
C 0.213 0.649 -0.292 -0.242
C 0.975 -1.733 -1.011 -0.069
C -0.105 -0.830 -0.409 -0.118
H 1.816 -1.928 -0.327 0.158
H 0.554 -1.281 1.494 0.359
H 0.740 0.850 0.555 0.172
H -1.413 3.547 0.776 0.217
H 1.094 0.938 -1.018 0.189
H -0.862 -1.096 -1.181 0.233
H 0.264 3.224 0.363 0.187
H -0.272 2.149 1.544 0.166
H 0.006 -3.017 -0.157 0.485
H 1.307 -1.419 -1.951 0.185
H -1.118 -1.278 1.425 0.373
H -1.806 1.294 -0.107 0.344

Energy ordering: *Q* at the bottom, the next structure 143.4 kJ/mol above.

*P*
19
Properties=species:S:1:pos:R:3:nbo_charge:R:1 method="wB97M-V/def2-TZVPD" total_charge=0
O -3.078 -0.695 1.342 -0.720
N 2.022 -1.163 0.076 -0.678
N 1.297 -0.096 -0.527 -0.405
C -0.590 0.085 0.726 -0.352
C 2.072 1.102 -0.779 -0.422
C -0.516 -0.358 -0.626 -0.164
C -2.467 0.189 0.440 -0.111
H 2.510 1.513 0.145 0.160
H -2.601 1.208 0.798 0.174
H -0.570 -1.434 -0.766 0.227
H -0.512 -0.692 1.480 0.226
H -0.299 1.067 1.079 0.215
H 1.436 1.874 -1.225 0.195
H -3.088 -1.580 0.954 0.464
H 2.493 -0.853 0.928 0.322
H -2.945 0.142 -0.542 0.168
H -0.816 0.267 -1.460 0.207
H 2.891 0.910 -1.490 0.169
H 2.761 -1.486 -0.553 0.325

*Q*
19
Properties=species:S:1:pos:R:3:nbo_charge:R:1 method="wB97M-V/def2-TZVPD" total_charge=0 smiles="C=C(N)CCN.O"
O -5.341 -0.097 0.287 -0.937
N 1.628 0.121 1.736 -0.866
N 1.265 1.469 -0.753 -0.890
C 0.242 -0.209 1.378 -0.208
C 0.940 0.086 -1.019 0.203
C 1.737 -0.619 -1.844 -0.440
C -0.005 -0.646 -0.065 -0.461
H -0.161 -1.037 1.976 0.171
H 1.396 -1.578 -2.221 0.196
H 2.475 -0.071 -2.415 0.191
H 2.207 1.650 -0.468 0.388
H -0.206 0.777 1.516 0.202
H 0.982 1.980 -1.571 0.364
H 1.605 0.738 2.537 0.365
H -4.488 0.323 0.053 0.469
H 2.349 -0.573 1.830 0.364
H 0.211 -1.715 -0.008 0.208
H -1.025 -0.441 -0.385 0.213
H -5.811 -0.156 -0.563 0.468

*R*
19
Properties=species:S:1:pos:R:3:nbo_charge:R:1 method="wB97M-V/def2-TZVPD" total_charge=0
O 0.981 -0.396 -1.996 -0.767
N 0.384 -0.912 0.890 -0.555
N -1.441 -1.245 -0.501 -0.834
C -0.721 -0.381 0.310 0.466
C -1.457 0.727 0.995 -0.675
C 0.592 0.801 -1.289 -0.379
C 1.506 -0.061 1.163 -0.496
H -2.005 1.322 0.264 0.224
H -0.392 1.074 -1.677 0.155
H 0.644 -1.796 0.472 0.387
H -0.777 1.383 1.532 0.236
H 2.380 -0.660 1.414 0.200
H 1.242 1.643 -1.560 0.163
H 1.300 0.649 1.962 0.189
H -2.176 0.319 1.715 0.220
H -2.358 -0.912 -0.759 0.380
H 1.361 0.637 0.023 0.219
H 1.837 -0.666 -1.641 0.459
H -0.901 -1.528 -1.317 0.409

Energy ordering: *Q* at the bottom, the next structure 183.1 kJ/mol above.